1.
Below is a cluster of 2 separate species, C4H13NO in total, with properties calculated with ωB97M-V with the def2-TZVPD basis set.

```
! RIJCOSX wB97M-V def2-TZVPD def2/J DEFGRID3
* xyz -1 2
O 2.04795 -2.29608 -0.44728
N 0.14350 -0.05416 -0.39272
C -1.31992 -0.02043 1.78113
C 1.07505 0.87960 0.34308
C -0.07660 0.64807 -1.72458
C -1.19256 0.03564 0.25677
H -0.27789 -0.15298 2.09467
H 1.30112 0.39896 1.29210
H 2.02542 0.79145 -0.22361
H -0.17303 1.71973 -1.40213
H -1.86409 -0.74327 2.43375
H 0.65444 1.86011 0.38106
H -0.97819 0.04108 -2.13378
H 0.77270 0.55641 -2.33036
H -1.68524 0.89025 2.12979
H -1.86613 -0.77494 -0.19396
H -1.63029 0.96149 -0.18344
H 1.86791 -2.97713 -1.13693
H 1.17584 -1.76379 -0.54356
*
```

Results
Orbital gap (spin up / spin down) in eV: 2.78 / 9.76
HOMO (spin up / spin down) in eV: 1.32 / -5.68
LUMO energy (spin up / spin down) in hartree: 0.15075 / 0.15002
⟨S²⟩: 0.750



2.
Below is a cluster of 2 separate species, C4H13NO in total, with properties calculated with ωB97M-V with the def2-TZVPD basis set.

```
! RIJCOSX wB97M-V def2-TZVPD def2/J DEFGRID3
* xyz 0 1
O -4.93144 2.52352 -4.32375
N 0.61343 0.44071 2.97012
C 1.30241 0.61705 1.65640
C 1.14727 -2.17266 0.11795
C 0.37426 0.26755 0.47367
C 1.00757 -0.75530 -0.46257
H 1.55577 1.67266 1.73519
H 2.00315 -0.38456 -0.73685
H -4.55608 2.79437 -5.17692
H 2.16554 -0.03292 1.71463
H -4.76775 1.56885 -4.31389
H -0.58994 -0.07575 0.81005
H 0.58932 -0.75820 -1.46344
H 0.29208 1.18527 -0.08009
H 2.18100 -2.49344 0.07836
H 0.54195 -2.89934 -0.41116
H 0.19593 -0.47370 3.01690
H -0.08176 1.13143 3.20428
H 0.95728 -2.15553 1.19110
*
```

Results
Orbital gap in eV: 9.82
HOMO in eV: -8.90
LUMO energy in hartree: 0.03360
Structure (SMILES): CCCCN.O



3.
Below is a cluster of 2 separate species, C4H13NO in total, with properties calculated with ωB97M-V with the def2-TZVPD basis set.

```
! RIJCOSX wB97M-V def2-TZVPD def2/J DEFGRID3
* xyz 0 1
O 0.43829 -0.22497 1.78138
N 0.99229 0.94369 -0.61161
C -0.51964 -1.23686 1.66871
C 0.03986 1.58488 -1.50078
C -1.90585 -0.71205 1.30026
C 1.60903 -0.29494 -1.20270
H -0.34237 2.48562 -1.02816
H 0.51099 0.33249 0.91960
H -2.62959 -1.52377 1.29426
H 1.72831 1.59902 -0.36699
H -0.20307 -1.99058 0.92716
H -2.22104 0.03451 2.03186
H 0.82615 -1.03581 -1.37280
H -0.56133 -1.73739 2.64520
H -0.79501 0.90218 -1.67749
H 0.47339 1.85466 -2.47763
H 2.33793 -0.67726 -0.49576
H 2.10590 -0.05668 -2.15163
H -1.88426 -0.24673 0.31713
*
```

Results
Orbital gap in eV: 10.17
HOMO in eV: -9.26
LUMO energy in hartree: 0.03362
Structure (SMILES): CCO.CNC



4.
Below is a cluster of 2 separate species, C4H13NO in total, with properties calculated with ωB97M-V with the def2-TZVPD basis set.

```
! RIJCOSX wB97M-V def2-TZVPD def2/J DEFGRID3
* xyz 0 1
O -1.55640 -1.22057 1.79658
N 0.07173 0.28664 -0.32211
C 0.66128 -1.04490 -0.20635
C 0.08640 2.69419 0.05435
C 0.03781 -1.99041 -1.28112
C 0.86409 1.40255 0.24336
H -0.68582 -1.40082 -1.85234
H -0.83966 0.28370 0.13680
H 0.70970 -2.32943 -2.06990
H -2.12739 -1.80208 2.31282
H -0.48165 -2.84071 -0.83033
H -1.88148 -1.41509 0.88594
H 0.62077 3.50655 0.53327
H 1.76308 1.40486 -0.30795
H 0.69292 -1.41035 0.87366
H 1.77961 -0.90122 -0.41829
H 0.14301 2.98865 -0.98117
H 1.11511 1.16686 1.21026
H -0.97308 2.62161 0.22250
*
```

Results
Orbital gap in eV: 9.21
HOMO in eV: -8.47
LUMO energy in hartree: 0.02727
Structure (SMILES): CCNCC.O



5.
Below is a cluster of 2 separate species, C4H13NO in total, with properties calculated with ωB97M-V with the def2-TZVPD basis set.

```
! RIJCOSX wB97M-V def2-TZVPD def2/J DEFGRID3
* xyz 0 1
O -1.83865 3.01294 -0.76953
N -1.55201 -0.43356 1.39988
C -0.10832 -0.15924 1.25303
C 0.43428 -0.18524 -0.18155
C 0.26695 -1.58194 -0.79596
C 1.94591 0.18226 -0.17295
H 2.09879 1.14591 -0.63447
H -2.07592 0.17978 0.78236
H -0.93274 2.71251 -0.65681
H 0.85749 -2.34039 -0.29389
H 2.55059 -0.58402 -0.65832
H -0.12886 0.48492 -0.82932
H -0.00903 0.81227 1.69902
H 0.68029 -1.52452 -1.80199
H -0.77317 -1.87642 -0.90687
H -1.80349 -1.35753 1.03883
H -2.30627 2.24447 -1.10719
H 0.42253 -0.95073 1.76656
H 2.27163 0.21852 0.86916
*
```

Results
Orbital gap in eV: 10.19
HOMO in eV: -9.42
LUMO energy in hartree: 0.02801
Structure (SMILES): CC(C)CN.O



6.
Below is a cluster of 2 separate species, C4H13NO in total, with properties calculated with ωB97M-V with the def2-TZVPD basis set.

```
! RIJCOSX wB97M-V def2-TZVPD def2/J DEFGRID3
* xyz 1 2
O 0.77807 0.92921 0.85082
N -1.06421 -2.20338 -1.15999
C -0.42168 0.03109 0.84815
C 1.01200 1.10356 -1.56083
C -1.08438 0.13656 2.19943
C 1.76332 0.99874 -0.20639
H -0.92350 0.33684 -0.09466
H 2.29194 1.95377 0.05639
H -1.39962 -1.50948 -1.80840
H 2.30547 0.03040 -0.13705
H -0.66301 0.39593 3.18861
H 0.42616 0.24840 -1.85253
H -1.87422 0.87538 2.03112
H -1.90653 -2.58125 -0.74197
H 0.26871 -0.81690 0.92035
H -1.45992 -0.89456 2.37672
H 0.29706 1.91548 -1.45847
H 1.72320 1.25863 -2.41015
H -0.06886 -2.20842 -1.04114
*
```

Results
Orbital gap (spin up / spin down) in eV: 10.22 / 4.62
HOMO (spin up / spin down) in eV: -13.28 / -13.16
LUMO energy (spin up / spin down) in hartree: -0.11215 / -0.31388
⟨S²⟩: 0.754



7.
Below is a cluster of 2 separate species, C4H13NO in total, with properties calculated with ωB97M-V with the def2-TZVPD basis set.

```
! RIJCOSX wB97M-V def2-TZVPD def2/J DEFGRID3
* xyz 1 2
O 2.58312 -3.77928 2.35370
N -2.72983 0.43828 -0.41862
C -0.21573 0.68022 0.10815
C -1.71746 0.89913 0.51659
C 0.27625 1.56418 -1.02728
C 1.37792 0.83409 -1.88422
H 0.79984 0.42524 -2.71936
H 0.73690 2.45694 -0.59409
H 2.05525 -2.99969 2.19023
H 3.45498 -3.53078 2.62254
H 1.97114 1.54016 -2.46636
H 1.94140 0.05218 -1.39519
H -1.90799 1.95201 0.72096
H -3.31612 1.15472 -0.85102
H -0.37288 1.90829 -1.82810
H -1.90071 0.31212 1.40949
H -0.05959 -0.36097 -0.17135
H -3.28643 -0.36618 -0.12476
H 0.25869 0.95275 1.04755
*
```

Results
Orbital gap (spin up / spin down) in eV: 10.05 / 4.88
HOMO (spin up / spin down) in eV: -13.71 / -13.71
LUMO energy (spin up / spin down) in hartree: -0.13444 / -0.32437
⟨S²⟩: 0.755



8.
Below is a cluster of 3 separate species, C4H13NO2 in total, with properties calculated with ωB97M-V with the def2-TZVPD basis set.

```
! RIJCOSX wB97M-V def2-TZVPD def2/J DEFGRID3
* xyz 0 1
O 3.03141 4.81028 3.67495
O -0.13304 -2.84804 4.87441
N 0.47019 -2.39426 -1.18738
C -0.64357 1.09968 -2.46354
C -0.08229 -0.97264 -1.21374
C -1.74549 1.60761 -1.75988
C -0.29410 -0.41353 -2.59156
H -0.39007 -3.05528 3.96182
H 2.35759 4.51504 4.25097
H -1.05876 -0.93074 -3.15293
H -0.01433 -2.91244 -1.94355
H -2.35246 0.75550 -1.12687
H 0.33633 -3.66191 5.15230
H -1.92630 2.66856 -1.66404
H 2.37792 4.79138 2.94524
H 0.15435 -2.90334 -0.23835
H 0.46631 -0.25350 -0.64634
H 0.66312 -0.72907 -3.13421
H -1.04201 -1.13404 -0.75807
H -0.17479 1.96076 -2.97924
*
```

Results
Orbital gap in eV: 9.93
HOMO in eV: -9.41
LUMO energy in hartree: 0.01906
Structure (SMILES): C=CCCN.O.O



9.
Below is a cluster of 3 separate species, C4H13NO2 in total, with properties calculated with ωB97M-V with the def2-TZVPD basis set.

```
! RIJCOSX wB97M-V def2-TZVPD def2/J DEFGRID3
* xyz 0 1
O -1.09614 3.37640 -0.81520
O -3.10135 0.48055 0.15276
N 1.92894 1.48103 -0.04970
C 0.65341 -1.66196 0.87957
C 0.93044 0.51984 -0.50772
C 0.04043 -3.02636 1.08778
C 0.98175 -1.01786 -0.28898
H -2.52925 0.97777 -0.42988
H 0.91776 -3.73020 0.81739
H -0.34270 3.76897 -0.20418
H 0.52992 -0.97322 1.72840
H -3.19715 -0.35813 -0.27998
H 0.92839 -1.69185 -1.11982
H 2.66593 0.89954 0.45405
H 0.98360 0.56888 -1.64219
H 2.44389 1.79682 -0.94154
H -0.25728 -3.25541 2.08159
H -0.71269 -3.30922 0.35281
H -0.05208 0.92988 -0.33571
H -1.71582 4.22453 -0.93943
*
```

Results
Orbital gap in eV: 9.81
HOMO in eV: -9.12
LUMO energy in hartree: 0.02542
Structure (SMILES): C/C=C/CN.O.O



10.
Below is a cluster of 2 separate species, C4H13NO2 in total, with properties calculated with ωB97M-V with the def2-TZVPD basis set.

```
! RIJCOSX wB97M-V def2-TZVPD def2/J DEFGRID3
* xyz 0 1
O 0.87290 -0.00036 1.51608
O -1.58558 2.28018 0.06572
N 1.93024 -0.32370 -0.99068
C 0.48708 -0.68196 -0.87479
C 0.31847 -1.04689 0.70738
C -0.48505 0.28651 -1.51498
C -1.12917 -1.13925 1.05275
H 0.27616 -1.59930 -1.44938
H 1.71401 -0.14153 1.93563
H 1.93846 0.53495 -0.53451
H 2.42249 -0.39801 -1.83378
H -1.40263 1.84934 0.82715
H -0.19406 0.25581 -2.48783
H 0.89909 -1.89663 0.82671
H -1.38389 -1.38817 2.08889
H -1.60350 -0.10922 0.90190
H -0.36272 1.31062 -1.25531
H -1.46736 -0.15917 -1.44934
H -1.60196 -1.76702 0.33056
H -2.19230 3.02524 0.15754
*
```

Results
Orbital gap in eV: 9.64
HOMO in eV: -8.81
LUMO energy in hartree: 0.03068
Structure (SMILES): C[C@H](O)[C@@H](C)N.O